{"formula": "CH7FN3O5PS", "method": "the ωB97M-V functional and the def2-TZVPD basis", "symbols": ["N", "N", "P", "O", "S", "O", "O", "F", "H", "H", "H", "H", "C", "N", "O", "O", "H", "H", "H"], "xyz": [[-1.27439, 1.32957, -2.52610], [-0.79300, 0.02358, -2.14900], [0.55183, -0.49232, -3.13246], [0.08934, -0.54337, -4.51750], [-0.45723, -0.07144, -0.52607], [-0.71046, -1.35132, -0.02851], [0.82486, 0.42897, -0.19982], [-1.53162, 0.86137, 0.08734], [-0.97193, 1.53412, -3.47783], [-0.88666, 2.06060, -1.93042], [0.98301, -1.77497, -2.74202], [1.60634, 0.44569, -3.06473], [-0.02259, -0.35896, 2.93185], [0.86192, -0.34485, 4.13031], [0.83900, -1.31710, 4.86084], [1.54923, 0.64590, 4.29252], [-0.57059, -1.29375, 2.91632], [-0.70014, 0.48645, 3.01597], [0.61308, -0.26816, 2.05932]], "forces_ev_per_a": [[-0.306, 0.661, -0.252], [0.741, 0.209, 1.124], [0.136, -0.295, -1.488], [-0.421, 0.214, -0.737], [0.404, -0.610, 0.472], [-0.988, -1.642, -0.092], [0.548, 1.449, -0.395], [0.007, 0.311, -0.500], [-0.149, -0.377, -0.049], [0.250, -0.161, -0.051], [-0.113, 0.405, 0.926], [-0.155, -0.136, 0.854], [-0.129, -0.197, 0.094], [0.036, -0.016, 0.147], [0.059, 0.265, -0.143], [-0.152, -0.248, -0.015], [0.053, -0.015, 0.059], [0.105, 0.071, -0.023], [0.072, 0.114, 0.068]], "gap_ev": 10.99, "homo_energy_ev": -10.884}